Record 1
{
  "formula": "C29H67N3O6",
  "method": "ωB97M-V/def2-TZVPD",
  "e_above_lowest_kj_mol": 46.2,
  "charge": 0,
  "fmax_ev_per_a": 3.42,
  "orbital_gap_ev": 8.68,
  "smiles": "CC1(C)CCCC(C)(C)N1O.CC1(C)CCCC(C)(C)N1O.CC1(C)CCCC(C)(C)N1O.CCO.O.O",
  "total_energy_ev": -47910.4152,
  "e_lumo_ev": 0.463,
  "symbols": ["C", "C", "C", "C", "C", "C", "C", "C", "C", "N", "O", "H", "H", "H", "H", "H", "H", "H", "H", "H", "H", "H", "H", "H", "H", "H", "H", "H", "H", "H", "C", "C", "C", "C", "C", "C", "C", "C", "C", "N", "O", "H", "H", "H", "H", "H", "H", "H", "H", "H", "H", "H", "H", "H", "H", "H", "H", "H", "H", "H", "C", "C", "C", "C", "C", "C", "C", "C", "C", "N", "O", "H", "H", "H", "H", "H", "H", "H", "H", "H", "H", "H", "H", "H", "H", "H", "H", "H", "H", "H", "C", "C", "O", "H", "H", "H", "H", "H", "H", "O", "H", "H", "O", "H", "H"],
  "coordinates": [[-2.0511, -16.7092, 11.0435], [-3.2093, -17.5067, 10.3285], [-2.8404, -18.9991, 10.4656], [-4.5126, -17.4030, 11.0121], [-5.2011, -15.9878, 10.7686], [-5.2636, -15.7667, 9.2635], [-3.9660, -15.8891, 8.5316], [-4.3186, -16.0863, 7.0568], [-3.0487, -14.7468, 8.7683], [-3.4178, -17.2300, 8.8683], [-2.1030, -17.3103, 8.1785], [-1.1364, -16.6011, 10.4200], [-2.3293, -15.7436, 11.3837], [-1.8647, -17.2931, 11.9082], [-1.8705, -19.2317, 10.0684], [-2.8137, -19.2597, 11.5453], [-3.4984, -19.6746, 9.9738], [-5.2360, -18.1286, 10.6251], [-4.4444, -17.6019, 12.0865], [-6.2212, -15.9766, 11.2078], [-4.6400, -15.2299, 11.3657], [-5.6100, -14.7858, 9.0538], [-6.0359, -16.4812, 8.9461], [-3.4127, -16.1944, 6.4385], [-4.8584, -15.1974, 6.6333], [-5.0242, -16.8501, 7.0425], [-2.0221, -15.0591, 8.6213], [-3.2993, -14.2554, 9.7186], [-3.3209, -13.9907, 8.0395], [-2.2414, -18.2149, 7.9176], [-7.3007, -14.7016, 15.6938], [-8.7089, -15.0582, 15.3880], [-8.7003, -16.4015, 14.6848], [-9.5572, -15.3049, 16.6617], [-9.8480, -13.9426, 17.3663], [-10.5819, -13.0889, 16.3883], [-9.9277, -12.8930, 15.0599], [-10.9253, -12.3637, 14.0804], [-8.7957, -11.8197, 15.2157], [-9.4618, -14.1579, 14.5197], [-8.6802, -14.0411, 13.3844], [-6.7008, -15.5496, 16.0623], [-7.2692, -13.9233, 16.4906], [-6.7896, -14.2947, 14.8530], [-8.4245, -17.2150, 15.2718], [-7.9744, -16.4178, 13.8400], [-9.6752, -16.6415, 14.2407], [-10.5380, -15.7442, 16.5303], [-9.0264, -15.8431, 17.4178], [-8.9189, -13.4576, 17.5923], [-10.3489, -14.1873, 18.3257], [-10.7602, -12.1462, 16.8649], [-11.6202, -13.4692, 16.2112], [-11.2716, -11.3383, 14.3030], [-10.4767, -12.3477, 13.0720], [-11.7868, -12.9934, 13.9985], [-8.0187, -12.1781, 15.8844], [-8.2633, -11.6241, 14.2478], [-9.0707, -10.8718, 15.5806], [-9.1470, -14.5387, 12.7121], [-10.1334, -18.7722, 10.7241], [-11.3498, -18.9335, 11.6267], [-12.3182, -19.9961, 11.0081], [-10.8562, -19.4333, 13.0331], [-11.9590, -19.4857, 14.0723], [-12.5194, -18.0994, 14.2225], [-13.0311, -17.4821, 12.9414], [-14.3938, -18.0472, 12.5794], [-13.1106, -15.9264, 13.1121], [-12.0091, -17.6263, 11.8205], [-12.4630, -17.1748, 10.6278], [-10.4516, -18.5346, 9.7331], [-9.5404, -18.0215, 11.2281], [-9.6207, -19.7539, 10.8056], [-13.1530, -19.6219, 10.3613], [-11.8101, -20.8841, 10.6997], [-12.8506, -20.4359, 11.8814], [-10.3606, -20.3894, 12.9751], [-10.1341, -18.6425, 13.4612], [-12.7724, -20.1915, 13.8101], [-11.5752, -19.8562, 15.0563], [-11.7041, -17.4919, 14.7212], [-13.3777, -18.0752, 14.9776], [-14.6204, -19.0799, 12.7810], [-14.5442, -17.8630, 11.5056], [-15.1200, -17.3481, 12.9703], [-13.5658, -15.5099, 12.2403], [-12.2223, -15.3992, 13.3912], [-13.7652, -15.7337, 13.9366], [-13.1741, -17.7366, 10.3218], [-8.3741, -13.9059, 8.1787], [-9.1798, -15.1769, 7.6666], [-10.1805, -15.4958, 8.6240], [-7.5750, -13.7561, 7.4703], [-8.0228, -14.0593, 9.2140], [-9.0254, -13.0741, 8.1879], [-8.3743, -15.9765, 7.6585], [-9.5175, -15.0760, 6.6224], [-11.0065, -15.0837, 8.3734], [-6.8630, -12.0365, 12.1192], [-7.6587, -12.4497, 12.4968], [-7.1561, -11.4953, 11.3433], [-10.1002, -15.2429, 11.4089], [-10.0354, -15.3737, 10.4327], [-10.6629, -16.0338, 11.6836]]
}

---

Record 2
{
  "formula": "C29H70F3Na3O17S",
  "method": "ωB97M-V/def2-TZVPD",
  "e_above_lowest_kj_mol": 1998.4,
  "charge": 2,
  "fmax_ev_per_a": 19.32,
  "orbital_gap_ev": 1.71,
  "total_energy_ev": -98217.3978,
  "e_lumo_ev": -7.212,
  "symbols": ["Na", "Na", "Na", "C", "F", "F", "F", "S", "O", "O", "O", "C", "O", "C", "C", "O", "C", "H", "H", "H", "H", "H", "H", "H", "H", "H", "H", "C", "O", "C", "C", "O", "C", "H", "H", "H", "H", "H", "H", "H", "H", "H", "H", "C", "O", "C", "C", "O", "C", "H", "H", "H", "H", "H", "H", "H", "H", "H", "H", "C", "O", "C", "C", "O", "C", "H", "H", "H", "H", "H", "H", "H", "H", "H", "H", "C", "O", "C", "C", "O", "C", "H", "H", "H", "H", "H", "H", "H", "H", "H", "H", "C", "O", "C", "C", "O", "C", "H", "H", "H", "H", "H", "H", "H", "H", "H", "H", "C", "O", "C", "C", "O", "C", "H", "H", "H", "H", "H", "H", "H", "H", "H", "H"],
  "coordinates": [[2.0814, -2.9326, 3.2957], [-3.4657, -2.6029, 2.7115], [-2.0849, -5.5717, 0.0974], [-0.3394, -0.9824, -0.5783], [-0.7869, -1.6090, -1.6661], [0.9520, -0.7361, -0.7482], [-0.9887, 0.1471, -0.4166], [-0.5545, -2.1756, 0.8924], [-1.7224, -1.6868, 1.6184], [-0.7760, -3.5095, 0.3333], [0.6679, -1.9350, 1.6657], [2.0381, 3.0676, 4.4108], [2.4383, 1.8869, 3.7394], [1.7326, 1.7406, 2.5184], [2.4972, 0.7221, 1.6973], [3.6556, 1.3993, 1.2229], [4.4995, 0.6334, 0.4167], [0.9793, 3.2725, 4.2231], [2.5527, 3.9570, 4.0351], [2.2143, 3.0199, 5.4812], [1.7259, 2.6859, 1.9760], [0.7497, 1.3293, 2.7750], [1.9926, 0.2822, 0.8376], [2.8766, -0.0639, 2.3715], [4.9737, -0.1811, 0.9833], [5.2974, 1.2612, 0.0323], [3.9576, 0.1476, -0.4044], [-0.6212, 0.1438, -4.2217], [-0.3240, -0.5264, -5.4094], [-1.3062, -0.4562, -6.4260], [-2.6541, -1.0571, -6.1096], [-2.6665, -2.4470, -6.3901], [-3.9029, -3.0416, -6.1061], [-0.8970, 1.1954, -4.3683], [0.2566, 0.0682, -3.5853], [-1.4765, -0.2648, -3.6709], [-0.8736, -0.8183, -7.3547], [-1.4868, 0.6152, -6.6009], [-3.3998, -0.6116, -6.7813], [-2.9802, -0.8109, -5.0923], [-3.9946, -3.9855, -6.6522], [-4.7346, -2.4663, -6.5293], [-4.0049, -3.2926, -5.0464], [-5.8267, 6.0043, -1.8030], [-4.5102, 6.0273, -1.2637], [-3.5116, 6.0382, -2.2636], [-2.3469, 5.2053, -1.7656], [-2.7887, 3.8655, -1.7767], [-1.7998, 2.8747, -1.7018], [-5.9667, 4.9869, -2.1902], [-5.9833, 6.7809, -2.5532], [-6.5278, 6.1191, -0.9775], [-3.2516, 7.0757, -2.4850], [-3.8234, 5.5777, -3.2065], [-2.0616, 5.5308, -0.7588], [-1.4631, 5.3016, -2.4066], [-2.2218, 1.8904, -1.5251], [-1.0351, 3.1310, -0.9522], [-1.2076, 2.9071, -2.6303], [-1.9555, 7.6828, 0.6302], [-1.7085, 6.2927, 0.7411], [-1.0064, 5.7819, -0.3512], [-0.5481, 4.3712, -0.0222], [-0.0351, 3.7114, -1.1597], [0.8701, 2.6886, -0.7714], [-2.6364, 7.9190, 1.4438], [-2.4596, 7.9301, -0.3078], [-1.0481, 8.2839, 0.7093], [-0.1429, 6.4088, -0.6051], [-1.6049, 5.7364, -1.2722], [-1.4066, 3.8202, 0.3819], [0.2224, 4.4005, 0.7556], [1.7427, 3.1655, -0.3136], [1.2157, 2.0835, -1.6033], [0.3687, 2.1188, 0.0180], [-1.5876, 1.6050, 5.5686], [-2.2808, 2.0635, 4.4251], [-2.1461, 1.2181, 3.3277], [-2.5524, 1.9099, 2.0355], [-3.7247, 2.6473, 2.2705], [-3.8953, 3.7611, 1.4009], [-2.1258, 1.9066, 6.4648], [-0.5818, 2.0364, 5.5788], [-1.5054, 0.5107, 5.5531], [-2.8160, 0.3442, 3.4149], [-1.1444, 0.7816, 3.2889], [-2.7606, 1.2956, 1.1521], [-1.7496, 2.5903, 1.7229], [-4.5061, 4.5682, 1.7982], [-4.4742, 3.3369, 0.5700], [-2.9477, 4.1493, 1.0252], [4.6421, -8.3052, 0.2531], [3.3799, -7.8077, 0.6536], [2.6720, -7.2224, -0.3948], [1.4080, -6.5684, 0.1503], [0.4201, -6.3156, -0.8605], [0.8852, -5.2137, -1.6563], [4.5236, -9.0308, -0.5555], [5.0535, -8.9008, 1.0694], [5.3664, -7.5192, 0.0318], [2.4010, -7.9070, -1.2061], [3.2605, -6.4387, -0.8941], [1.5641, -5.6760, 0.7590], [0.9516, -7.3037, 0.8233], [1.6402, -5.6073, -2.3386], [1.1173, -4.3018, -1.1130], [0.1051, -4.9127, -2.3656], [3.4563, -5.1768, 4.8734], [3.7916, -4.4237, 3.7215], [4.4153, -5.2439, 2.7455], [4.6673, -4.3679, 1.5403], [3.4140, -3.8162, 1.1452], [3.5764, -3.0308, -0.0387], [3.1104, -4.5459, 5.6934], [4.3146, -5.6828, 5.3307], [2.7567, -5.9879, 4.6480], [3.7559, -6.0896, 2.5133], [5.3417, -5.7385, 3.0577], [5.0346, -5.0330, 0.7542], [5.4288, -3.6490, 1.8536], [3.6787, -3.6256, -0.9496], [4.3881, -2.3229, 0.1122], [2.6380, -2.4812, -0.1442]]
}